Entry 1:
{
  "formula": "C6H15Cl2CrNO4P",
  "method": "ωB97M-V/def2-TZVPD",
  "gap_ev": [5.76, 5.79],
  "e_tot_ev": -78905.763,
  "homo_ev": [-0.65, -0.67],
  "spin_multiplicity": 4,
  "charge": -2,
  "elements": ["Cr", "Cl", "Cl", "P", "O", "O", "O", "O", "N", "C", "C", "C", "C", "C", "C", "H", "H", "H", "H", "H", "H", "H", "H", "H", "H", "H", "H", "H", "H", "H"],
  "positions_angstrom": [[1.77087, -0.23788, -0.87568], [1.19347, 0.73696, -3.04122], [1.78696, -2.62730, -1.58851], [3.59295, 0.50456, 0.48228], [3.76655, -0.16786, -0.85686], [2.58327, 1.37758, -0.21630], [2.58679, -0.56965, 0.84038], [4.81157, 0.92808, 1.31507], [-0.23206, -0.15077, 0.03339], [-0.09907, 1.04023, 0.99800], [-1.44691, 0.15689, -0.76787], [-0.37837, -1.41947, 0.77713], [-1.83720, -0.84830, -1.88186], [-1.63749, -1.37620, 1.72085], [-0.22044, 2.40453, 0.25148], [-1.58682, -0.48625, 2.34816], [-0.05201, 3.25945, 0.90634], [-1.68724, -0.48044, -2.89688], [-2.22265, 0.34518, -0.02567], [0.45494, 2.41071, -0.60405], [-0.86418, 1.11019, 1.77118], [-0.50382, -2.18738, 0.01379], [0.85862, 0.92238, 1.50499], [-2.51847, -1.32030, 1.08145], [0.51785, -1.78090, 1.28135], [-1.84548, -2.25097, 2.33699], [-1.23799, -1.75866, -1.86525], [-1.25669, 2.55301, -0.05220], [-1.44457, 1.09517, -1.32259], [-2.85238, -1.18260, -1.66789]],
  "lowdin_charge": [0.33, -0.17, -0.20, -0.05, -0.43, -0.43, -0.43, -0.40, -0.22, -0.21, -0.28, -0.24, -0.09, -0.08, -0.10, 0.05, 0.07, 0.05, 0.10, 0.05, 0.08, 0.06, 0.10, 0.05, 0.10, 0.06, 0.04, 0.05, 0.08, 0.06]
}

Entry 2:
{
  "formula": "C3H5NO",
  "method": "ωB97M-V/def2-TZVPD",
  "gap_ev": 9.12,
  "e_tot_ev": -6724.469,
  "homo_ev": -8.41,
  "spin_multiplicity": 1,
  "charge": 0,
  "elements": ["O", "N", "C", "C", "C", "H", "H", "H", "H", "H"],
  "positions_angstrom": [[0.88433, -0.33775, 0.74755], [-0.81325, 1.22720, 0.10402], [0.08831, 0.26665, -0.38905], [-1.29967, -0.12432, -0.24480], [1.95181, -0.62353, 0.06568], [2.67910, -1.17839, 0.65563], [-0.63362, 1.30198, 1.09909], [-1.95232, -0.15932, -1.10722], [0.56689, 0.45218, -1.36476], [-1.48440, -0.84480, 0.54427]],
  "lowdin_charge": [-0.06, 0.05, -0.37, -0.10, 0.02, 0.01, 0.10, 0.10, 0.14, 0.11]
}

Entry 3:
{
  "formula": "C26H16F4GaN11O3S",
  "method": "ωB97M-V/def2-TZVPD",
  "gap_ev": [4.78, 4.78],
  "e_tot_ev": -123820.938,
  "homo_ev": [-12.85, -12.85],
  "spin_multiplicity": 1,
  "charge": 2,
  "elements": ["Ga", "S", "F", "F", "F", "F", "O", "O", "O", "N", "N", "N", "N", "N", "N", "N", "N", "N", "N", "N", "C", "C", "C", "C", "C", "C", "C", "C", "C", "C", "C", "C", "C", "C", "C", "C", "C", "C", "C", "C", "C", "C", "C", "C", "C", "C", "H", "H", "H", "H", "H", "H", "H", "H", "H", "H", "H", "H", "H", "H", "H", "H"],
  "positions_angstrom": [[0.23893, -0.12114, -1.95232], [0.50102, 0.97900, 1.07287], [-2.99531, -2.40047, 2.76316], [-1.46175, -2.15310, 0.63776], [-1.11711, -6.68225, 3.59418], [0.41491, -6.41398, 1.45886], [0.51522, -0.32695, -4.10146], [1.85900, 0.82491, 0.57014], [0.07011, 0.12787, 2.13603], [-4.54646, -2.87234, 5.25740], [-2.48238, 1.71958, -0.13996], [2.14321, -5.73889, -1.06496], [-0.68540, 6.57735, 2.32357], [-2.96673, -6.73083, 5.98742], [-1.57268, 0.72652, -2.10507], [1.94191, 0.52506, -2.66027], [-0.36061, 0.58468, -0.28876], [3.80053, 1.27476, -1.46530], [0.49149, -2.01326, -1.57330], [3.81339, 0.83974, -3.80624], [0.38455, -4.11234, -0.11470], [-2.67197, 0.99584, -2.81533], [-0.42038, -5.44816, 1.79396], [-3.71263, 1.66585, -2.21059], [-0.44601, -4.26628, 0.98053], [-2.91035, -5.83841, 5.26607], [-3.55613, 2.01982, -0.87149], [1.64686, 0.14192, -3.91985], [-2.91771, -4.68698, 4.41947], [-0.40707, 5.28866, 2.03446], [-2.16690, -3.37498, 2.46658], [-1.38053, -3.25296, 1.38489], [0.16368, 2.62770, 1.43350], [-2.13390, -4.55550, 3.31067], [0.42187, -2.92887, -0.87768], [5.19100, 1.14472, -4.16622], [-1.53442, 1.07247, -0.78113], [-1.20243, -5.58392, 2.88483], [-0.66404, 2.93402, 2.51471], [1.35809, -5.05149, -0.58452], [-3.83102, -3.67948, 4.86258], [0.41959, 4.96104, 0.93821], [-0.94252, 4.24454, 2.81427], [2.84600, 0.35506, -4.79181], [0.69960, 3.64917, 0.64975], [3.25656, 0.90710, -2.59761], [-1.07658, 2.13766, 3.11831], [5.21899, 1.97043, -4.87562], [3.17034, -0.57625, -5.26062], [5.66152, 0.26570, -4.60402], [-2.68413, 0.68547, -3.85184], [5.75621, 1.43046, -3.28349], [1.35422, 3.41579, -0.18194], [-4.34171, 2.56300, -0.35911], [4.76977, 1.53676, -1.39729], [-0.24833, 7.32921, 1.82277], [3.22781, 1.22579, -0.61687], [0.84575, 5.75342, 0.33677], [-1.57310, 4.47985, 3.66158], [2.64842, 1.09702, -5.56916], [-1.20849, 6.81788, 3.14611], [-4.61174, 1.91301, -2.75289]],
  "lowdin_charge": [0.52, 0.66, 0.17, 0.12, 0.18, 0.16, 0.09, -0.34, -0.26, 0.26, 0.19, 0.23, 0.15, 0.27, 0.09, 0.15, -0.10, 0.27, 0.27, -0.06, -0.10, -0.04, -0.13, -0.01, 0.02, -0.13, -0.05, -0.41, -0.08, -0.29, -0.12, -0.13, -0.34, 0.01, -0.01, 0.03, -0.41, -0.11, -0.05, -0.17, -0.13, -0.01, 0.00, 0.03, -0.06, -0.32, 0.12, 0.11, 0.17, 0.11, 0.14, 0.09, 0.11, 0.13, 0.14, 0.11, 0.09, 0.12, 0.12, 0.16, 0.12, 0.12]
}